Record 1
# C4H4O2

C4H4O2 in the gas phase at a distorted geometry (ωB97M-V/def2-TZVPD, the Open Molecules 2025 dataset).

Geometry as XYZ:
```
10
Properties=species:S:1:pos:R:3:forces:R:3
C -0.37678 -0.73109 0.51639 1.47 2.78 3.49
O 1.01219 -0.57959 0.80707 2.44 0.09 0.05
C 1.81354 0.29034 0.18252 -2.19 0.20 -0.48
C 1.74234 1.33663 -0.68861 1.40 -0.30 1.05
C 3.00912 1.06496 -0.03918 1.16 -0.13 0.50
O 4.18249 1.27372 0.23830 -1.96 -0.12 -0.69
H -0.48041 -1.41482 -0.19252 -0.72 -3.56 -2.57
H -0.72907 0.16671 0.11843 -0.88 1.70 -0.45
H -0.76803 -0.89338 1.52746 -0.54 -0.43 -0.74
H 1.18786 2.07772 -1.24092 -0.16 -0.23 -0.15
```
Positions in Å, forces in eV/Å.

Properties
energy relative to the best compared isomer or geometry (same formula, charge and spin) = 275.01 kJ/mol
E_tot = -305.174713 a.u.
total charge = 0
HOMO level = -9.4138 eV
SMILES string = COc1cc1=O
Kohn-Sham gap = 0.371 Ha

---

Record 2
# C4H4O2

C4H4O2 in the gas phase at a distorted geometry (ωB97M-V/def2-TZVPD, the Open Molecules 2025 dataset).

Geometry as XYZ:
```
10
Properties=species:S:1:pos:R:3:forces:R:3
O -0.70780 -2.10642 0.21667 -2.61 -0.67 0.70
C -0.27459 -0.84911 0.00667 -0.17 -1.48 0.26
C 0.98702 -0.38172 -0.07620 1.59 -1.73 1.33
C 0.87547 0.98568 -0.13542 -1.31 4.22 -0.94
C -0.47654 1.29606 -0.27167 0.51 0.84 0.91
O -1.16495 0.09660 -0.12636 -1.05 1.24 -0.44
H -1.70713 -2.19181 0.51731 3.13 0.84 -1.03
H 1.91173 -0.87382 0.21430 -0.45 -0.29 -0.44
H 1.66845 1.77940 -0.09391 -0.85 -1.19 -0.19
H -1.11167 2.24514 -0.25140 1.21 -1.78 -0.16
```
Positions in Å, forces in eV/Å.

Properties
energy relative to the best compared isomer or geometry (same formula, charge and spin) = 79.93 kJ/mol
E_tot = -305.249015 a.u.
total charge = 0
HOMO level = -8.0391 eV
SMILES string = Oc1ccco1
Kohn-Sham gap = 0.319 Ha

---

Record 3
# C4H4O2

A molecular structure, C4H4O2 at a distorted geometry (ωB97M-V/def2-TZVPD, the Open Molecules 2025 dataset).

Geometry as XYZ:
```
10
Properties=species:S:1:pos:R:3:forces:R:3
C 0.30103 1.08294 -1.28365 -0.22 -0.70 0.64
C 0.79927 0.22066 -0.37945 -3.55 0.81 -0.08
C -0.29471 -0.37970 0.53423 3.75 -1.54 0.03
C -0.71266 -1.78569 1.84478 0.99 1.07 -0.10
O -0.15566 -0.52326 1.95113 0.05 -0.35 0.62
O -0.67850 -1.75243 0.51054 -0.27 -1.01 -0.83
H 0.82957 1.76184 -1.93399 0.49 -0.32 -0.08
H -0.78029 1.12202 -1.39445 0.07 0.25 0.10
H 1.80592 0.09482 -0.23647 2.25 -0.54 0.55
H -1.11397 0.15879 0.38734 -3.56 2.34 -0.85
```
Positions in Å, forces in eV/Å.

Properties
energy relative to the best compared isomer or geometry (same formula, charge and spin) = 331.79 kJ/mol
E_tot = -305.153086 a.u.
total charge = 0
HOMO level = -10.0808 eV
Kohn-Sham gap = 0.392 Ha

---

Record 4
# C4H4O2

C4H4O2 in the gas phase at a distorted geometry (ωB97M-V/def2-TZVPD, the Open Molecules 2025 dataset).

Geometry as XYZ:
```
10
Properties=species:S:1:pos:R:3:forces:R:3
O 2.22713 -0.48301 -0.06798 2.23 -2.45 -0.95
C 1.05121 -0.46009 -0.13990 3.03 1.40 1.72
C 0.42641 0.83152 0.04106 0.00 1.50 1.09
C -0.94510 0.38004 -0.06639 -2.21 -0.23 1.78
C -0.96583 -0.96326 -0.04431 -4.77 4.15 -0.95
O 0.18665 -1.45865 0.13616 4.40 -4.02 -0.83
H 1.00948 1.11572 1.02008 -2.00 0.00 -1.28
H 0.66461 1.60158 -0.67249 0.39 0.10 -0.38
H -1.82488 0.91041 0.19091 -0.77 0.76 -0.73
H -1.82967 -1.47426 -0.39715 -0.30 -1.21 0.54
```
Positions in Å, forces in eV/Å.

Properties
energy relative to the best compared isomer or geometry (same formula, charge and spin) = 162.53 kJ/mol
E_tot = -305.217554 a.u.
total charge = 0
HOMO level = -9.1761 eV
SMILES string = O=C1CC=CO1
Kohn-Sham gap = 0.361 Ha

---

Record 5
# C4H4O2

C4H4O2 in the gas phase at a distorted geometry (ωB97M-V/def2-TZVPD, the Open Molecules 2025 dataset).

Geometry as XYZ:
```
10
Properties=species:S:1:pos:R:3:forces:R:3
C 0.54788 -1.41397 -0.91718 4.86 1.07 -3.47
C 0.43862 -0.39179 -0.10953 1.40 3.96 0.16
C -0.77626 -0.18056 0.72889 -3.36 -4.00 -1.30
O -1.65825 -1.06321 0.67042 1.82 1.16 0.51
C 1.15643 1.05567 -0.30448 -6.12 1.81 1.44
O 0.35133 1.99060 0.10668 4.69 -3.38 -1.91
H 1.34527 -1.57712 -1.83333 -1.47 1.33 2.59
H 0.05532 -2.27935 -0.96167 -2.85 -2.87 0.72
H -1.15155 0.71413 1.14911 0.90 1.30 0.81
H 2.00623 1.30708 -0.95711 0.13 -0.39 0.47
```
Positions in Å, forces in eV/Å.

Properties
energy relative to the best compared isomer or geometry (same formula, charge and spin) = 271.83 kJ/mol
E_tot = -305.175926 a.u.
total charge = 0
HOMO level = -9.7614 eV
SMILES string = C=C(C=O)C=O
Kohn-Sham gap = 0.338 Ha

---

Record 6
# C4H4O2

C4H4O2 in the gas phase at a distorted geometry (ωB97M-V/def2-TZVPD, the Open Molecules 2025 dataset).

Geometry as XYZ:
```
10
Properties=species:S:1:pos:R:3:forces:R:3
C 1.50406 -1.63588 2.89217 -0.18 -0.35 -0.74
C 0.96447 -1.19121 1.91523 -0.50 2.80 0.34
O 0.36210 -0.43139 1.00915 0.38 -1.26 0.35
C -0.04322 0.85642 0.59074 -0.57 1.68 -0.62
C -0.53631 0.53892 -0.81001 0.00 0.22 0.07
O -0.06106 1.95453 1.10055 0.67 -3.09 0.03
H 2.00445 -2.22728 3.60279 0.20 -0.20 0.39
H 0.30044 0.17052 -1.40377 0.00 0.02 0.04
H -0.97023 1.40661 -1.29222 0.01 0.16 0.11
H -1.26918 -0.26423 -0.76016 0.00 0.02 0.02
```
Positions in Å, forces in eV/Å.

Properties
energy relative to the best compared isomer or geometry (same formula, charge and spin) = 257.76 kJ/mol
E_tot = -305.181285 a.u.
total charge = 0
HOMO level = -10.0913 eV
SMILES string = C#COC(C)=O
Kohn-Sham gap = 0.397 Ha

---

Record 7
# C4H4O2

C4H4O2 in the gas phase (ωB97M-V/def2-TZVPD, the Open Molecules 2025 dataset).

Geometry as XYZ:
```
10
Properties=species:S:1:pos:R:3:forces:R:3
C -1.94583 0.05436 -0.16643 -0.16 -0.18 0.06
O -1.07228 1.18634 -0.39231 0.32 0.25 0.07
C 0.20542 1.18338 -0.19478 -0.46 -0.13 -0.07
O 0.54324 -0.05908 0.33306 0.24 0.07 -0.25
C 1.81327 -0.34307 0.11610 0.56 -0.19 -0.16
C 2.93592 -0.63025 -0.18935 -0.44 0.11 0.17
H -2.82304 0.25752 -0.77924 0.09 -0.05 0.15
H -1.47005 -0.88006 -0.46571 -0.07 0.18 0.03
H -2.20999 0.02358 0.89156 0.01 -0.05 -0.14
H 3.93179 -0.86261 -0.48501 -0.09 -0.01 0.14
```
Positions in Å, forces in eV/Å.

Properties
energy relative to the best compared isomer or geometry (same formula, charge and spin) = 423.88 kJ/mol
E_tot = -305.118013 a.u.
total charge = 0
HOMO level = -9.7107 eV
Kohn-Sham gap = 0.387 Ha

---

Record 8
# C4H4O2S

C4H4O2S in the gas phase at a distorted geometry (ωB97M-V/def2-TZVPD, the Open Molecules 2025 dataset).

Geometry as XYZ:
```
11
Properties=species:S:1:pos:R:3:forces:R:3
C 0.44140 -0.28228 0.08071 2.42 0.93 -0.87
C -0.78072 -0.64057 -0.24609 -1.95 -2.00 1.22
C 0.96772 1.08614 0.04555 -1.76 1.09 0.83
C -1.92199 0.27318 -0.07170 -0.13 -2.15 -0.89
O -4.43628 0.80585 0.15112 0.34 -0.95 -0.01
O 0.29322 2.11672 -0.02643 1.78 -1.32 -0.03
S -3.46537 -0.30511 0.00656 1.01 1.86 -0.08
H 1.34188 -0.90830 0.10399 -0.94 -0.73 -0.06
H -0.90412 -1.74268 -0.35189 -0.47 0.89 -0.12
H 2.05861 0.97926 0.14273 0.31 1.25 -0.21
H -1.57378 1.27500 -0.03985 -0.61 1.13 0.22
```
Positions in Å, forces in eV/Å.

Properties
energy relative to the best compared isomer or geometry (same formula, charge and spin) = 270.72 kJ/mol
E_tot = -703.388846 a.u.
total charge = 0
HOMO level (alpha / beta) = -9.2923 / -9.2908 eV
Kohn-Sham gap (alpha / beta) = 0.287 / 0.287 Ha

---

Record 9
# C4H4O2S

A molecular structure, C4H4O2S at a distorted geometry (ωB97M-V/def2-TZVPD, the Open Molecules 2025 dataset).

Geometry as XYZ:
```
11
Properties=species:S:1:pos:R:3:forces:R:3
C 1.73147 0.01578 0.34172 -3.15 2.60 1.46
C 0.67504 -0.09500 -0.68263 -2.33 1.35 -1.41
C -1.49964 -0.62593 0.38897 -4.87 4.83 1.47
C -1.31294 0.69714 0.02722 -1.70 -0.50 2.45
H 1.56598 0.58346 1.30546 -0.05 -0.53 -0.51
H 1.19224 -0.28871 -1.63267 -0.37 0.58 0.17
H -2.55622 -0.95335 0.87298 3.16 0.61 -1.13
H -1.86544 1.51628 0.49817 -0.07 -0.24 -0.61
O 2.73221 -0.45426 0.01216 4.90 -2.02 -0.26
O -0.27067 1.10842 -0.73548 1.66 -2.55 0.30
S -0.39203 -1.50385 -0.39591 2.81 -4.12 -1.92
```
Positions in Å, forces in eV/Å.

Properties
energy relative to the best compared isomer or geometry (same formula, charge and spin) = 284.67 kJ/mol
E_tot = -703.383532 a.u.
total charge = 0
HOMO level = -7.8881 eV
Kohn-Sham gap = 0.312 Ha

---

Record 10
# C4H4O2S2

A molecular structure, C4H4O2S2 at a distorted geometry (ωB97M-V/def2-TZVPD, the Open Molecules 2025 dataset).

Geometry as XYZ:
```
12
Properties=species:S:1:pos:R:3:forces:R:3
C 1.09844 -0.28379 0.16107 0.11 0.24 0.88
C -0.06864 0.07491 -0.63016 4.62 -3.85 -3.57
C -0.88518 -1.15048 -0.91494 -0.64 -2.82 -0.84
C -1.00943 0.81756 0.04830 -0.36 10.00 0.00
H 1.40415 -0.40726 1.86510 -1.99 -1.97 0.05
H 0.29510 0.27397 -1.61360 0.20 1.92 -0.38
H -1.06188 -1.16073 -2.02717 -0.78 0.09 1.25
H -0.44530 -2.22328 -0.73918 -1.01 2.16 0.54
O 0.61978 -0.85012 1.34623 4.34 2.46 0.23
O -0.90646 2.10750 0.11482 -1.18 -5.14 0.90
S 2.62212 0.14852 -0.24624 -0.76 -0.66 0.79
S -2.16648 -0.35420 0.17379 -2.55 -2.43 0.14
```
Positions in Å, forces in eV/Å.

Properties
energy relative to the best compared isomer or geometry (same formula, charge and spin) = 242.93 kJ/mol
E_tot = -1101.568697 a.u.
total charge = 0
HOMO level = -9.4784 eV
Kohn-Sham gap = 0.333 Ha